Entry 1:
Entry from the Open Molecules 2025 dataset: a 2-piece molecular cluster, C2HBrIN overall at a distorted geometry (the ωB97M-V functional and the def2-TZVPD basis).

The geometry in XYZ format:
```
6
Properties=species:S:1:pos:R:3
C -1.498 0.441 -0.839
C -0.361 -0.317 -0.476
N -2.404 1.090 -1.205
Br -0.482 -2.134 -1.067
I 2.127 1.073 -2.420
H 0.430 -0.172 0.281
```

Total charge: 0
HOMO (spin up / spin down) (Eh): -0.335 / -0.336
Total energy (hartree): -3003.14659
Relative energy (zero: lowest compared OMol25 entry of this formula, charge and spin) (kJ/mol): 240.7
LUMO level (spin up / spin down) (eV): -4.039 / -4.041
Orbital gap (spin up / spin down) (eV): 5.09 / 5.10
Multiplicity: 1

Mulliken atomic charge list, values in e, 5 entries: atom 1 (C): 0.430, atom 2 (C): -0.509, atom 3 (N): -0.267, atom 4 (Br): 0.062, atom 5 (I): -0.181

Entry 2:
Entry from the Open Molecules 2025 dataset: one molecule with the formula C5H8N2 at a distorted geometry (the ωB97M-V functional and the def2-TZVPD basis).

The geometry in XYZ format:
```
15
Properties=species:S:1:pos:R:3
C 1.815 0.801 -0.767
C 0.541 0.027 -0.522
C 0.451 -1.082 0.467
N -0.093 0.231 0.769
C -1.531 0.405 0.831
C -2.329 -0.460 -0.069
N -2.913 -1.187 -0.753
H 1.620 1.875 -0.706
H 2.237 0.583 -1.753
H 2.570 0.557 -0.014
H -0.132 -0.067 -1.379
H -0.241 -1.896 0.250
H 1.329 -1.352 1.050
H -1.863 0.209 1.857
H -1.762 1.449 0.599
```

Total charge: 0
HOMO (Eh): -0.363
Total energy (hartree): -304.77596
Relative energy (zero: lowest compared OMol25 entry of this formula, charge and spin) (kJ/mol): 156.3
LUMO level (eV): 0.974
Orbital gap (eV): 10.86
Multiplicity: 1
SMILES string: C[C@H]1CN1CC#N

Mulliken atomic charge list, values in e, 5 entries: atom 1 (C): -1.301, atom 2 (C): 0.345, atom 3 (C): -0.612, atom 4 (N): -0.318, atom 5 (C): -0.371

Entry 3:
Entry from the Open Molecules 2025 dataset: one molecule with the formula C2H3N3OS at a distorted geometry (the ωB97M-V functional and the def2-TZVPD basis).

The geometry in XYZ format:
```
10
Properties=species:S:1:pos:R:3
H 0.705 2.245 0.573
N -0.263 2.000 -0.083
C -0.436 0.783 -0.042
N -1.549 0.197 -0.524
C -1.391 -1.060 -0.379
O -0.132 -1.398 0.185
N 0.489 -0.376 0.587
S 1.993 -0.216 -0.493
H -2.087 -1.946 -0.477
H 2.670 -0.228 0.651
```

Total charge: 0
HOMO (Eh): -0.344
Total energy (hartree): -715.55681
Relative energy (zero: lowest compared OMol25 entry of this formula, charge and spin) (kJ/mol): 366.1
LUMO level (eV): -0.100
Orbital gap (eV): 9.27
Multiplicity: 1
SMILES string: [H]/N=c1/ncon1S

Mulliken atomic charge list, values in e, 5 entries: atom 1 (H): 0.277, atom 2 (N): -0.549, atom 3 (C): 0.431, atom 4 (N): -0.468, atom 5 (C): 0.211

Entry 4:
Entry from the Open Molecules 2025 dataset: C30H26BF2NO3P2PdS as an isolated structure (the ωB97M-V functional and the def2-TZVPD basis).

The geometry in XYZ format:
```
67
Properties=species:S:1:pos:R:3
Pd 0.147 -0.610 0.638
O 0.845 1.702 -0.674
P 0.359 2.938 -0.030
C -1.240 3.514 -0.723
P -2.629 2.398 -0.350
O -2.274 0.966 -0.322
C -3.306 2.944 1.242
C -3.798 4.221 1.498
C -4.316 4.529 2.745
C -4.341 3.557 3.739
C -3.849 2.286 3.489
C -3.333 1.971 2.238
C -3.882 2.779 -1.606
C -4.516 1.684 -2.184
C -5.490 1.883 -3.154
C -5.826 3.169 -3.548
C -5.188 4.266 -2.980
C -4.217 4.069 -2.012
C 1.461 4.337 -0.421
C 1.996 5.222 0.507
C 2.860 6.230 0.097
C 3.198 6.354 -1.242
C 2.684 5.460 -2.174
C 1.826 4.454 -1.764
C 0.109 2.965 1.754
C -0.431 4.110 2.350
C -0.667 4.156 3.711
C -0.368 3.045 4.494
C 0.161 1.908 3.911
C 0.408 1.861 2.541
H -1.102 3.511 -1.808
H -1.448 4.537 -0.402
H -3.778 4.987 0.731
H -4.699 5.522 2.944
H -4.745 3.796 4.716
H -3.859 1.530 4.264
H -2.932 0.985 2.025
H -4.226 0.688 -1.874
H -5.979 1.029 -3.604
H -6.583 3.321 -4.308
H -5.444 5.269 -3.296
H -3.713 4.929 -1.588
H 1.759 5.121 1.558
H 3.276 6.910 0.829
H 3.874 7.137 -1.560
H 2.964 5.537 -3.217
H 1.456 3.732 -2.483
H -0.687 4.974 1.746
H -1.094 5.045 4.157
H -0.561 3.068 5.559
H 0.378 1.031 4.508
H 0.798 0.931 2.132
O 2.616 -0.246 0.853
N 3.143 -0.984 -0.084
C 3.996 -0.393 -0.949
C 4.621 -1.079 -1.958
C 4.341 -2.444 -2.087
C 3.461 -3.030 -1.216
C 2.815 -2.324 -0.176
S 1.693 -3.002 0.893
H 4.116 0.662 -0.751
H 5.294 -0.554 -2.620
H 4.805 -3.031 -2.870
H 3.212 -4.079 -1.297
F -2.010 -2.489 -0.121
B -1.434 -1.776 0.881
F -2.102 -2.023 2.050
```

Total charge: -1
HOMO (spin up / spin down) (Eh): -0.080 / -0.129
Total energy (hartree): -2872.81766
Relative energy (zero: lowest compared OMol25 entry of this formula, charge and spin) (kJ/mol): 64.5
LUMO level (spin up / spin down) (eV): 2.171 / 2.168
Orbital gap (spin up / spin down) (eV): 4.35 / 5.67
⟨S²⟩: 0.754
Multiplicity: 2

Mulliken atomic charge list, values in e, 5 entries: atom 1 (Pd): 0.095, atom 2 (O): -0.667, atom 3 (P): 1.113, atom 4 (C): -1.068, atom 5 (P): 0.650

Entry 5:
Entry from the Open Molecules 2025 dataset: C19H13AuCl3N4OS as an isolated structure at a distorted geometry (the ωB97M-V functional and the def2-TZVPD basis).

The geometry in XYZ format:
```
42
Properties=species:S:1:pos:R:3
Au -0.188 0.205 -0.258
N -0.273 3.368 2.800
C -0.352 2.280 2.038
S -0.552 2.535 0.331
N -0.297 1.110 2.626
N -0.357 0.018 1.927
C -0.259 -1.184 2.402
C -0.049 -1.445 3.834
C 1.014 -2.255 4.235
C 1.203 -2.531 5.576
C 0.334 -2.009 6.522
C -0.704 -1.178 6.128
C -0.889 -0.884 4.790
C -0.321 -2.293 1.461
C -0.420 -3.620 1.889
C -0.413 -4.638 0.953
C -0.321 -4.321 -0.394
C -0.276 -2.980 -0.744
N -0.284 -2.008 0.149
H -0.297 4.284 2.384
H -0.169 3.277 3.798
H 1.700 -2.644 3.497
H 2.024 -3.161 5.882
H 0.468 -2.247 7.566
H -1.375 -0.764 6.865
H -1.704 -0.248 4.480
H -0.515 -3.840 2.939
H -0.481 -5.668 1.268
H -0.302 -5.084 -1.153
H -0.223 -2.683 -1.780
Cl 4.905 0.012 -5.547
C 4.092 0.023 -4.049
C 2.690 0.042 -4.023
C 2.041 0.028 -2.816
Cl 0.316 0.074 -2.793
C 2.732 -0.006 -1.551
O 2.170 -0.063 -0.440
C 4.175 0.015 -1.654
Cl 5.031 0.015 -0.183
C 4.827 0.018 -2.864
H 2.132 0.066 -4.947
H 5.905 0.021 -2.899
```

Total charge: +1
HOMO (spin up / spin down) (Eh): -0.399 / -0.398
Total energy (hartree): -2940.28241
LUMO level (spin up / spin down) (eV): -3.520 / -5.699
Orbital gap (spin up / spin down) (eV): 7.34 / 5.13
⟨S²⟩: 2.045
Multiplicity: 3

Mulliken atomic charge list, values in e, 5 entries: atom 1 (Au): 0.399, atom 2 (N): -0.386, atom 3 (C): 0.671, atom 4 (S): -0.448, atom 5 (N): -1.050

Entry 6:
Entry from the Open Molecules 2025 dataset: a 2-piece molecular cluster, C2H10N2O overall at a distorted geometry (the ωB97M-V functional and the def2-TZVPD basis).

The geometry in XYZ format:
```
15
Properties=species:S:1:pos:R:3
N 2.129 0.681 0.110
C 0.992 0.676 -0.829
C -0.027 -0.479 -0.553
N -1.420 0.049 -0.711
H 1.915 1.368 0.821
H 2.202 -0.217 0.567
H 1.346 0.544 -1.857
H 0.480 1.618 -0.824
H 0.089 -1.162 -1.393
H 0.149 -0.827 0.453
H -1.366 1.020 -0.969
H -1.894 -0.564 -1.369
H -1.248 -0.345 1.758
H -1.765 -1.635 2.271
O -1.582 -0.728 2.525
```

Total charge: -1
HOMO (spin up / spin down) (Eh): 0.049 / -0.195
Total energy (hartree): -266.86604
Relative energy (zero: lowest compared OMol25 entry of this formula, charge and spin) (kJ/mol): 68.9
LUMO level (spin up / spin down) (eV): 4.387 / 4.229
Orbital gap (spin up / spin down) (eV): 3.04 / 9.54
⟨S²⟩: 0.751
Multiplicity: 2

Mulliken atomic charge list, values in e, 5 entries: atom 1 (N): -0.639, atom 2 (C): -1.420, atom 3 (C): -2.247, atom 4 (N): -0.721, atom 5 (H): 0.351